# 1
ORCA calculation (the ωB97M-V functional and the def2-TZVPD basis) on a molecular structure, C30H45N4O3PS3Zr.

The calculation puts the total energy at -3197.45557 Eh. The net charge is +2. The HOMO energy is -13.540 eV. Its frontier orbital gap is 7.181 eV. The calculation puts the lowest unoccupied orbital energy at -6.36 eV. As for the energy above the lowest of the compared OMol25 structures with the same formula, charge and spin: 123.3 kJ/mol.

Element x y z (Å)
Zr  -0.1024  -1.7244  0.7200
N  0.5089  1.9903  8.2309
C  0.4055  1.4063  7.0293
C  -0.7650  1.5779  6.2483
C  -0.8782  0.9739  5.0308
C  0.1804  0.1800  4.5534
C  1.3517  -0.0003  5.3060
C  1.4582  0.6069  6.5257
S  0.0128  -0.6020  3.0709
O  -1.2743  -1.3055  2.8955
O  0.1187  0.2288  1.8072
N  1.0652  -1.7552  2.7653
C  2.3012  -1.5054  2.1668
N  2.2020  -1.6413  0.8335
C  3.3231  -1.5953  0.1026
C  4.5311  -1.3654  0.7164
C  4.5145  -1.1626  2.0948
N  3.4038  -1.2371  2.8279
H  -0.2386  2.5469  8.6069
H  1.3247  1.8639  8.8040
H  -1.5754  2.1845  6.6300
H  -1.7804  1.0981  4.4455
H  2.1582  -0.6180  4.9326
H  2.3511  0.4664  7.1203
H  3.2263  -1.7460  -0.9653
H  5.4522  -1.3308  0.1546
H  5.4286  -0.9413  2.6324
C  -3.2350  -3.0480  0.8911
O  -1.8180  -3.1095  0.5346
C  -1.2562  -4.3216  0.0612
S  -2.1116  -5.5816  -0.3871
S  0.4753  -4.0486  0.0762
H  -3.3702  -2.0932  1.3883
H  -3.4562  -3.8651  1.5708
H  -3.8340  -3.1273  -0.0113
C  -3.8638  1.9108  -0.5056
C  -3.8592  0.3916  -0.7427
C  -2.4266  -0.1652  -0.7135
C  -1.4224  0.8460  -1.2806
C  -1.3476  2.0909  -0.3678
C  -2.6796  2.3183  0.3653
P  0.1555  -0.0740  -1.5126
C  1.6165  1.0291  -1.6727
C  1.4176  2.1145  -2.7582
C  2.4430  3.2483  -2.5965
C  3.7679  2.7005  -2.0793
C  3.5987  2.1549  -0.6504
C  2.1669  1.6579  -0.3885
C  0.0706  -0.9412  -3.1486
C  -0.6944  -0.1619  -4.2495
C  -2.1114  -0.7001  -4.4264
C  -2.0849  -2.1488  -4.9370
C  -0.8491  -2.9026  -4.4267
C  -0.4372  -2.3958  -3.0481
H  -4.8049  2.2103  -0.0465
H  -3.8077  2.4404  -1.4602
H  -4.3087  0.1548  -1.7089
H  -4.4613  -0.1153  0.0140
H  -2.3886  -1.1206  -1.2479
H  -2.1848  -0.3665  0.3523
H  -1.7803  1.1414  -2.2684
H  -1.1122  2.9598  -0.9846
H  -0.5501  1.9935  0.3659
H  -2.7546  3.3638  0.6621
H  -2.6966  1.7364  1.2940
H  2.3791  0.3246  -2.0333
H  0.4078  2.5285  -2.7044
H  1.5203  1.6604  -3.7452
H  2.0645  3.9988  -1.8977
H  2.5703  3.7556  -3.5522
H  4.5386  3.4697  -2.0974
H  4.1142  1.9102  -2.7526
H  3.8369  2.9315  0.0779
H  4.3087  1.3414  -0.4770
H  1.5325  2.4951  -0.0975
H  2.1536  0.9576  0.4487
H  1.1262  -0.9897  -3.4380
H  -0.1507  -0.2852  -5.1893
H  -0.7024  0.9089  -4.0574
H  -2.6701  -0.0624  -5.1113
H  -2.6436  -0.6511  -3.4690
H  -2.0920  -2.1598  -6.0273
H  -2.9932  -2.6637  -4.6187
H  -0.0069  -2.7656  -5.1111
H  -1.0397  -3.9749  -4.3924
H  0.3411  -3.0278  -2.6195
H  -1.3038  -2.4720  -2.3773

***

# 2
ORCA calculation (the ωB97M-V functional and the def2-TZVPD basis) on C8H15B in the gas phase.

The calculation puts the total energy at -338.52967 Eh. The HOMO energy (alpha / beta) is -6.532 / -6.992 eV. Its frontier orbital gap (alpha / beta) is 6.871 / 7.270 eV. The calculation puts the lowest unoccupied orbital energy (alpha / beta) at 0.34 / 0.28 eV. As for the energy above the lowest of the compared OMol25 structures with the same formula, charge and spin: 227.1 kJ/mol.

Element x y z (Å)
B  0.0129  -0.9659  -1.5891
C  1.2757  2.7877  0.6213
C  0.7792  1.5802  1.0083
C  -1.0867  -1.6686  -0.7507
C  -2.0059  -0.7942  0.1253
C  -1.2500  -0.0001  1.2030
C  -0.5254  1.1929  0.6837
C  0.8148  -1.4110  -2.8361
C  1.6660  0.6513  1.7963
H  2.2742  3.0974  0.8722
H  0.6802  3.4825  0.0558
H  -1.7366  -2.2661  -1.3992
H  -0.5802  -2.3827  -0.0900
H  -2.5519  -0.0983  -0.5151
H  -2.7420  -1.4372  0.6165
H  -2.0046  0.3389  1.9270
H  -0.5724  -0.6744  1.7267
H  -1.1264  1.8898  0.1164
H  0.2559  -1.1074  -3.7234
H  0.9364  -2.4957  -2.8980
H  1.8029  -0.9631  -2.9312
H  1.1626  0.2877  2.6902
H  1.9471  -0.2091  1.1877
H  2.5741  1.1651  2.1025

***

# 3
ORCA calculation (the ωB97M-V functional and the def2-TZVPD basis) on 5 unconnected molecules or ions with the total composition C20H28F12O11 in a non-equilibrium geometry.

The calculation puts the total energy at -2804.91611 Eh. The HOMO energy is -10.742 eV. Its frontier orbital gap is 11.200 eV. The calculation puts the lowest unoccupied orbital energy at 0.46 eV. As for the energy above the lowest of the compared OMol25 structures with the same formula, charge and spin: 199.6 kJ/mol. Its structure (SMILES) is CCOC(=O)C(F)(F)F.CCOC(=O)C(F)(F)F.CCOC(=O)C(F)(F)F.CCOC(=O)C(F)(F)F.CCOC(=O)OC.

Element x y z (Å)
C  4.2583  -1.7179  3.3982
C  3.5950  -1.5812  4.7681
O  2.1684  -1.4103  4.5124
C  1.3584  -2.3959  4.3713
O  1.7555  -3.5253  4.4714
C  -0.1108  -2.0775  4.0643
F  -0.7483  -2.2285  5.2456
F  -0.2119  -0.8512  3.5902
F  -0.6561  -2.8849  3.1298
H  5.3427  -1.8084  3.4608
H  3.9545  -0.8564  2.8035
H  3.8766  -2.6076  2.8974
H  3.8953  -0.6588  5.2652
H  3.6924  -2.4134  5.4654
C  4.8886  4.4529  -6.4930
C  5.7175  5.7827  -6.5026
O  4.9424  6.7691  -5.8621
C  4.9665  6.9836  -4.5663
O  5.5026  6.2405  -3.7420
C  4.2958  8.2948  -4.1257
F  5.2433  9.2510  -4.1481
F  3.3354  8.7137  -4.9510
F  3.8656  8.0334  -2.9356
H  4.4829  4.2150  -5.5097
H  5.5483  3.6538  -6.8314
H  4.0567  4.6619  -7.1655
H  6.0141  6.0403  -7.5193
H  6.6902  5.7085  -6.0163
C  0.4310  -13.2830  2.6169
C  -0.3021  -12.9536  1.3318
O  -0.3779  -11.4914  1.3586
C  0.0421  -10.7396  0.3536
O  0.3428  -11.2482  -0.6905
C  -0.2036  -9.2003  0.5607
F  -0.5539  -8.5768  -0.5793
F  -1.0247  -9.0003  1.5370
F  0.9766  -8.6171  0.8900
H  1.4583  -12.9208  2.6567
H  0.5847  -14.3621  2.6089
H  -0.1171  -12.9834  3.5101
H  -1.3054  -13.3753  1.2709
H  0.1666  -13.3284  0.4219
C  1.0343  3.2053  0.9036
C  1.1309  2.7388  -0.5578
O  1.5116  1.3539  -0.6040
C  1.4399  0.6250  -1.7519
O  1.1087  1.1290  -2.7912
C  1.8462  -0.8561  -1.5288
F  1.3421  -1.3350  -0.3791
F  1.4620  -1.5813  -2.5486
F  3.1355  -0.9029  -1.4141
H  1.9777  3.2970  1.4418
H  0.4222  2.4546  1.4034
H  0.5244  4.1503  1.0910
H  1.9851  3.2237  -1.0303
H  0.1824  2.9619  -1.0465
C  -5.7495  3.7658  1.1686
C  -7.3127  3.8563  1.0772
O  -7.7011  5.2299  1.0282
C  -8.9621  5.6113  0.6302
O  -9.8785  4.8723  0.3013
O  -8.9366  6.9363  0.4889
C  -10.0363  7.7220  0.0087
H  -5.4836  4.4713  0.3814
H  -5.3578  2.7881  0.8880
H  -5.2013  4.1197  2.0418
H  -7.6792  3.4187  2.0058
H  -7.6261  3.2895  0.2004
H  -9.6631  8.6020  -0.5152
H  -10.6796  8.0123  0.8394
H  -10.6724  7.1365  -0.6551

***

What is the energy above the lowest of the compared OMol25 structures with the same formula, charge and spin in the first record? 123.3 kJ/mol